(1)
Below is a 3-piece molecular cluster, C5H13N2O overall in a non-equilibrium geometry, with properties calculated with ωB97M-V/def2-TZVPD.

Last column: natural (NBO) charge in e.
Positions of all 21 atoms, in Å:
N (-1.707, 1.270, -0.852)  -0.839
C (-1.367, 0.645, 0.434)  -0.073
C (-0.117, 1.228, 1.067)  -0.637
C (-1.288, -0.867, 0.377)  -0.192
N (-2.552, -1.394, 0.028)  -0.845
C (2.810, 0.330, -0.452)  -0.571
C (2.274, -0.977, -0.619)  0.127
O (2.069, -1.846, 0.255)  -0.766
H (-1.016, 0.961, -1.538)  0.340
H (-2.554, 0.790, -1.157)  0.368
H (-2.239, 0.861, 1.058)  0.182
H (-0.210, 1.279, 2.153)  0.196
H (0.143, 2.187, 0.617)  0.209
H (0.700, 0.555, 0.829)  0.237
H (-0.553, -1.121, -0.459)  0.148
H (-0.839, -1.267, 1.287)  0.185
H (-2.666, -2.310, 0.467)  0.302
H (2.962, 0.856, -1.387)  0.178
H (3.350, 0.556, 0.458)  0.190
H (2.140, -1.226, -1.706)  0.129
H (0.662, -0.507, -0.861)  0.133

HOMO-LUMO gap (eV): 5.80
Total charge: -1
Highest occupied orbital energy (eV): -3.00

***

(2)
Below is C29H37N3OP2Pt as an isolated structure, with properties calculated with ωB97M-V/def2-TZVPD.

Last column: Löwdin charge in e.
Positions of all 73 atoms, in Å:
Pt (-0.094, -0.515, 0.785)  0.839
N (1.246, 2.064, -0.945)  -0.109
P (-0.150, 1.492, -0.223)  0.844
C (-1.457, 1.734, -1.427)  -0.364
C (-1.284, 2.477, -2.593)  -0.067
C (-2.352, 2.670, -3.457)  -0.046
C (-3.596, 2.132, -3.159)  -0.039
C (-3.776, 1.392, -1.998)  -0.050
C (-2.709, 1.186, -1.139)  -0.149
C (-0.523, 2.678, 1.118)  -0.335
C (-1.833, 2.953, 1.513)  -0.072
C (-2.079, 3.806, 2.579)  -0.047
C (-1.024, 4.390, 3.267)  -0.044
C (0.283, 4.126, 2.882)  -0.047
C (0.538, 3.275, 1.814)  -0.100
C (2.533, 1.751, -0.457)  -0.417
C (3.659, 2.328, -1.035)  0.003
C (4.894, 1.962, -0.532)  -0.033
C (4.966, 1.041, 0.506)  -0.043
C (3.784, 0.532, 1.007)  -0.115
N (2.580, 0.882, 0.542)  0.067
H (1.189, 2.930, -1.463)  0.114
H (-0.325, 2.902, -2.858)  0.102
H (-2.211, 3.243, -4.363)  0.120
H (-4.426, 2.289, -3.834)  0.121
H (-4.744, 0.969, -1.768)  0.120
H (-2.843, 0.580, -0.249)  0.098
H (-2.671, 2.526, 0.979)  0.097
H (-3.099, 4.026, 2.864)  0.120
H (-1.221, 5.059, 4.094)  0.121
H (1.109, 4.590, 3.404)  0.121
H (1.563, 3.086, 1.525)  0.102
H (3.570, 3.036, -1.848)  0.122
H (5.795, 2.392, -0.949)  0.123
H (5.915, 0.734, 0.920)  0.115
H (3.787, -0.180, 1.824)  0.116
O (0.162, 0.353, 2.729)  -0.202
C (-0.744, -0.170, 3.707)  -0.126
C (-0.910, -1.641, 3.439)  -0.234
C (-1.336, -2.472, 4.458)  0.014
C (-1.588, -3.806, 4.190)  -0.001
C (-1.400, -4.260, 2.895)  -0.009
C (-0.950, -3.376, 1.937)  -0.104
N (-0.695, -2.084, 2.180)  -0.033
H (0.180, 1.326, 2.746)  0.071
H (-1.712, 0.332, 3.622)  0.145
H (-0.341, 0.000, 4.705)  0.146
H (-1.469, -2.066, 5.452)  0.135
H (-1.921, -4.473, 4.973)  0.131
H (-1.588, -5.288, 2.620)  0.126
H (-0.784, -3.716, 0.934)  0.075
C (1.671, -3.728, -0.250)  -0.122
C (0.468, -3.380, -1.124)  -0.387
P (0.089, -1.602, -1.237)  0.823
C (1.549, -0.957, -2.114)  -0.375
C (1.785, -1.496, -3.524)  -0.106
C (-1.351, -1.526, -2.360)  -0.362
C (-1.500, -2.651, -3.386)  -0.115
H (1.751, -4.808, -0.130)  0.091
H (1.616, -3.282, 0.744)  0.055
H (2.597, -3.389, -0.714)  0.076
H (-0.437, -3.919, -0.845)  0.072
H (0.661, -3.689, -2.154)  0.083
H (2.404, -1.174, -1.467)  0.080
H (1.459, 0.125, -2.145)  0.047
H (1.906, -2.579, -3.547)  0.075
H (2.700, -1.060, -3.922)  0.088
H (0.974, -1.224, -4.199)  0.073
H (-1.320, -0.553, -2.855)  0.078
H (-2.236, -1.506, -1.721)  0.077
H (-0.645, -2.737, -4.052)  0.065
H (-2.376, -2.446, -4.001)  0.089
H (-1.663, -3.617, -2.910)  0.075

HOMO-LUMO gap (eV): 8.41
Total charge: +2
Highest occupied orbital energy (eV): -14.10

***

(3)
Below is C44H48Br2F10N4OPPt as an isolated structure in a non-equilibrium geometry, with properties calculated with ωB97M-V/def2-TZVPD.

Last column: Löwdin charge in e.
Positions of all 111 atoms, in Å:
Pt (-0.370, -0.578, 1.510)  1.142
C (2.777, -0.061, 1.805)  -0.031
N (1.717, -0.764, 2.568)  -0.316
C (1.506, -0.019, 3.798)  -0.184
C (0.849, 1.322, 3.571)  -0.170
N (-0.071, 1.225, 2.449)  -0.174
C (-0.856, 2.271, 2.265)  -0.227
C (-0.206, 3.465, 1.709)  -0.131
F (1.110, 3.544, 1.548)  0.102
C (-0.926, 4.635, 1.414)  -0.102
F (-0.306, 5.613, 0.703)  0.095
C (-2.331, 4.701, 1.689)  -0.105
F (-2.959, 5.885, 1.569)  0.117
C (-2.917, 3.590, 2.389)  -0.089
F (-4.219, 3.740, 2.849)  0.073
C (-2.253, 2.388, 2.636)  -0.154
F (-2.870, 1.233, 2.893)  0.094
C (1.958, -2.158, 2.820)  -0.151
C (0.604, -2.810, 3.238)  -0.170
N (-0.494, -1.886, 3.156)  -0.092
C (-1.582, -2.022, 3.937)  -0.139
C (-2.913, -1.875, 3.523)  -0.109
F (-3.266, -1.592, 2.224)  0.055
C (-3.982, -2.212, 4.354)  -0.100
F (-5.194, -2.184, 3.756)  0.130
C (-3.788, -2.353, 5.723)  -0.130
F (-4.851, -2.380, 6.488)  0.182
C (-2.497, -2.230, 6.230)  -0.089
F (-2.406, -2.379, 7.619)  0.094
C (-1.422, -2.181, 5.416)  -0.059
F (-0.174, -2.080, 6.015)  0.077
H (3.673, 0.119, 2.431)  0.112
H (3.019, -0.621, 0.851)  0.105
H (2.328, 0.891, 1.526)  0.075
H (0.915, -0.627, 4.461)  0.099
H (2.549, 0.194, 4.172)  0.150
H (0.260, 1.634, 4.465)  0.149
H (1.583, 2.101, 3.274)  0.128
H (2.339, -2.660, 1.924)  0.117
H (2.715, -2.278, 3.608)  0.139
H (0.453, -3.602, 2.510)  0.115
H (0.867, -3.292, 4.169)  0.121
Br (1.528, 3.932, -2.353)  0.781
C (3.340, 3.780, -2.955)  -0.539
C (3.656, 4.532, -4.057)  -0.176
C (4.994, 4.738, -4.267)  -0.649
Br (5.634, 5.688, -5.712)  0.899
C (5.992, 4.366, -3.346)  -0.182
C (7.363, 4.819, -3.318)  -0.032
C (8.222, 4.496, -2.276)  -0.038
C (7.730, 3.641, -1.267)  -0.117
N (6.490, 3.170, -1.263)  0.123
C (5.609, 3.486, -2.230)  -0.130
C (4.279, 2.888, -2.262)  -0.394
O (3.957, 1.753, -1.929)  0.080
H (2.922, 4.816, -4.772)  0.104
H (7.716, 5.474, -4.142)  0.077
H (9.285, 4.738, -2.301)  0.112
H (8.359, 3.368, -0.402)  0.117
C (-3.888, -4.667, -0.834)  -0.217
C (-4.545, -3.361, -0.466)  -0.212
C (-3.623, -2.239, -0.874)  -0.208
C (-2.079, -2.537, -0.839)  -0.384
C (-1.806, -3.610, 0.286)  -0.202
C (-2.624, -4.877, -0.016)  -0.199
P (-1.077, -0.984, -0.558)  0.906
C (0.554, -1.392, -1.455)  -0.441
C (0.691, -0.947, -2.930)  -0.192
C (1.883, -1.646, -3.620)  -0.164
C (3.046, -1.998, -2.610)  -0.187
C (2.557, -2.890, -1.479)  -0.195
C (1.012, -2.808, -1.247)  -0.226
C (-1.633, 0.525, -1.610)  -0.384
C (-2.174, 0.320, -3.061)  -0.206
C (-3.574, 0.792, -3.366)  -0.192
C (-3.907, 2.265, -2.898)  -0.178
C (-3.150, 2.573, -1.618)  -0.201
C (-2.662, 1.360, -0.805)  -0.228
H (-3.675, -4.666, -1.960)  0.140
H (-4.632, -5.483, -0.684)  0.121
H (-4.903, -3.410, 0.584)  0.122
H (-5.493, -3.299, -1.057)  0.127
H (-3.847, -1.422, -0.202)  0.071
H (-3.881, -1.791, -1.857)  0.109
H (-1.840, -2.894, -1.834)  0.108
H (-2.143, -3.229, 1.263)  0.078
H (-0.768, -3.998, 0.306)  0.087
H (-2.860, -5.403, 0.912)  0.115
H (-1.962, -5.535, -0.539)  0.098
H (1.246, -0.773, -0.838)  0.086
H (0.704, 0.150, -3.069)  0.106
H (-0.179, -1.323, -3.522)  0.106
H (2.223, -0.989, -4.462)  0.119
H (1.620, -2.636, -4.085)  0.121
H (3.476, -1.100, -2.164)  0.092
H (3.881, -2.502, -3.131)  0.114
H (3.050, -2.724, -0.510)  0.093
H (2.840, -3.904, -1.751)  0.106
H (0.931, -3.173, -0.255)  0.056
H (0.493, -3.555, -1.937)  0.147
H (-0.661, 1.129, -1.646)  0.112
H (-2.168, -0.748, -3.321)  0.095
H (-1.421, 0.890, -3.678)  0.131
H (-4.388, 0.127, -3.000)  0.108
H (-3.680, 0.908, -4.471)  0.119
H (-4.993, 2.427, -2.804)  0.110
H (-3.619, 3.038, -3.662)  0.118
H (-3.756, 3.072, -0.870)  0.100
H (-2.263, 3.228, -1.791)  0.121
H (-3.543, 0.670, -0.503)  0.135
H (-2.237, 1.649, 0.136)  0.051

HOMO-LUMO gap (alpha / beta) (eV): 7.73 / 5.25
Total charge: +1
Expectation value of S²: 6.09
Spin multiplicity: 5
Highest occupied orbital energy (alpha / beta) (eV): -9.98 / -10.62

***

(4)
Below is one molecule with the formula C8H10 in a non-equilibrium geometry, with properties calculated with ωB97M-V/def2-TZVPD.

Last column: natural (NBO) charge in e.
Positions of all 18 atoms, in Å:
C (-0.742, -0.101, -1.133)  -0.218
C (-0.249, 1.295, -0.957)  -0.334
C (1.861, 2.617, -0.214)  -0.152
C (2.226, 1.365, 0.064)  -0.180
C (0.024, -1.374, -0.977)  -0.405
C (-1.010, -1.010, 0.066)  -0.231
C (0.922, 1.568, -0.538)  0.019
C (-0.841, -0.638, 1.462)  -0.613
H (-1.373, -0.177, -1.900)  0.205
H (-0.770, 2.099, -1.230)  0.209
H (2.134, 3.646, -0.041)  0.229
H (3.073, 0.773, 0.305)  0.229
H (1.061, -1.226, -0.719)  0.194
H (-0.029, -2.175, -1.631)  0.212
H (-1.792, -1.636, 0.021)  0.199
H (-1.330, 0.334, 1.752)  0.220
H (0.225, -0.271, 1.673)  0.200
H (-1.061, -1.454, 2.200)  0.218

SMILES string: C[C@@H]1C[C@@H]1C=C1C=C1
HOMO-LUMO gap (eV): 8.97
Highest occupied orbital energy (eV): -7.86